# 1
{
  "formula": "C14H15BCl2N4RhS3",
  "method": "ωB97M-V with the def2-TZVPD basis set",
  "total_charge": 1,
  "e_homo_ev": -10.85,
  "gap_ev": 6.7,
  "elements": ["H", "N", "C", "C", "Cl", "S", "C", "H", "H", "N", "C", "H", "C", "B", "C", "C", "C", "H", "H", "H", "H", "N", "C", "C", "S", "Rh", "C", "H", "C", "S", "H", "H", "H", "H", "H", "N", "C", "H", "Cl", "C"],
  "coordinates": [[-4.93859, -2.83827, 2.66154], [-1.83187, 0.52680, -1.47511], [0.12573, 0.99837, -2.37234], [-3.72104, 0.27449, 2.12258], [-1.95329, 2.75857, 1.35967], [-0.35710, -1.71412, 1.23551], [-4.23307, -2.06080, 2.39914], [5.99696, -1.04502, 0.72434], [-3.81326, 0.97803, -0.94496], [4.53332, -0.34009, -0.60295], [3.39703, -0.04238, 0.04643], [1.42300, 1.86221, 1.16675], [-2.00344, -1.45287, 1.72140], [1.49730, 1.65925, -0.17574], [-2.94937, -2.43339, 2.03068], [3.59428, 1.32765, -1.67926], [5.48164, -1.36062, -0.18130], [4.95207, -2.29116, 0.01190], [5.51895, 0.47090, -2.34152], [-1.62508, 0.42258, -3.60730], [-5.62099, -0.47305, 2.76909], [0.23739, 1.09868, -1.00675], [-4.61743, -0.72840, 2.46002], [-0.95580, 0.81201, -0.51099], [2.85636, -0.82031, 1.48194], [0.87014, 0.36280, 1.70709], [-2.45812, -0.14048, 1.74461], [3.34077, 2.14526, -2.33021], [-3.23892, 0.14815, -1.35128], [-1.07454, 0.87328, 1.25818], [1.54802, 2.83398, -0.42222], [-4.00444, 1.31673, 2.14417], [6.20232, -1.51182, -0.97937], [0.95807, 1.18210, -3.02750], [-3.33991, -0.72553, -0.71318], [2.78751, 0.96356, -0.60900], [-1.14776, 0.62840, -2.66559], [-3.59861, -0.09016, -2.34737], [-2.50882, -4.09168, 1.98155], [4.67061, 0.51636, -1.68263]],
  "forces_ev_per_a": [[0.0, 0.0, 0.0], [0.1, 0.0, -0.2], [0.1, 0.0, 0.1], [-0.1, 0.0, -0.1], [-0.1, 0.1, -0.1], [0.6, -0.5, 0.3], [-0.1, -0.2, 0.0], [0.0, 0.0, 0.0], [0.0, 0.0, 0.0], [0.0, 0.0, 0.0], [-0.1, 0.0, 0.0], [0.4, 0.0, 0.0], [-0.3, 0.0, 0.0], [0.1, 0.0, 0.1], [0.1, 0.1, 0.0], [0.1, 0.0, 0.0], [0.0, 0.0, 0.0], [0.0, 0.0, 0.0], [0.0, 0.0, 0.0], [0.0, 0.0, 0.0], [0.0, 0.0, 0.0], [-0.1, 0.1, -0.2], [0.0, 0.1, 0.0], [-0.1, 0.0, 0.2], [0.0, 0.2, -0.2], [-0.1, -0.6, -0.3], [0.2, 0.2, 0.0], [0.0, 0.0, 0.0], [0.0, 0.0, 0.0], [-0.8, 0.5, 0.1], [0.0, 0.0, -0.1], [0.0, 0.0, 0.0], [0.0, 0.0, 0.0], [0.0, 0.0, 0.0], [0.0, 0.0, 0.0], [0.1, 0.0, 0.2], [0.0, 0.0, 0.0], [0.0, 0.0, 0.0], [0.0, -0.1, 0.0], [-0.1, 0.0, 0.0]]
}

# 2
{
  "formula": "C26H15Br2CdF2N7O2S2",
  "method": "ωB97M-V with the def2-TZVPD basis set",
  "relative_energy_kj_mol": 6.6,
  "total_charge": -2,
  "e_homo_ev": -1.89,
  "gap_ev": 5.4,
  "elements": ["C", "C", "C", "N", "H", "N", "S", "H", "C", "S", "C", "C", "H", "Br", "C", "N", "O", "C", "C", "O", "H", "C", "Cd", "H", "C", "H", "C", "H", "F", "C", "H", "H", "H", "C", "Br", "N", "C", "F", "H", "C", "H", "H", "C", "C", "C", "H", "N", "C", "H", "C", "C", "C", "N", "C", "C", "N", "C"],
  "coordinates": [[4.83335, 1.99413, -0.12900], [-2.76115, 1.64108, -0.67639], [0.48674, 1.55670, -3.39289], [0.42160, -0.81936, -2.83983], [-1.63876, 3.82711, 3.20876], [0.29891, 1.87112, 1.28469], [2.12063, -2.42657, -0.39937], [2.97233, -0.19241, -1.84947], [1.60949, -2.35559, 1.24641], [0.24735, -1.40757, 1.72813], [1.94146, -3.08172, 3.60514], [-2.79925, -2.12651, -0.43183], [-0.28003, -3.89363, -1.49546], [6.61469, 2.61079, 0.10293], [2.53808, 2.05728, 0.44969], [1.69807, -3.10052, 4.73628], [0.58778, 2.33360, -4.35607], [-3.24905, -0.70891, -0.56168], [1.45652, 3.87326, 1.82732], [0.12678, 1.78275, -2.20754], [1.10670, -1.55468, -2.73654], [-5.06818, 0.91600, -0.66803], [-0.06562, -0.00445, -0.60401], [-2.06473, 2.47043, -0.76325], [-0.77131, 3.50870, 2.64982], [-3.31271, -4.97043, 1.32838], [4.56150, 1.01554, -1.05710], [0.77677, 0.02061, -4.67928], [-4.54730, 3.19960, -0.74569], [1.38443, 2.62500, 1.21794], [-6.12669, 1.13108, -0.71548], [4.04415, 3.28729, 1.38935], [-4.26074, -2.69959, 1.03961], [-2.29198, 0.32181, -0.59427], [0.39001, 6.00265, 3.37909], [2.26323, 1.08257, -0.40883], [-0.74365, 2.28971, 1.98839], [-5.55186, -1.35861, -0.64632], [-1.26312, -5.59496, 0.03078], [-1.73627, -4.62960, -0.09380], [-0.47385, -1.21433, -3.10623], [2.32946, 4.50112, 1.72925], [-1.19760, -3.68910, -0.95539], [3.82643, 2.53607, 0.64485], [2.30185, -3.10566, 2.22218], [-1.59608, 1.61884, 2.01722], [-1.71932, -2.47709, -1.13347], [-2.86915, -4.27730, 0.62241], [5.33438, 0.57976, -1.67217], [-4.59804, -0.37953, -0.60886], [0.35471, 4.29761, 2.54188], [3.42067, -3.93656, 1.90275], [0.88279, 0.20073, -3.69343], [3.24532, 0.58445, -1.15020], [-3.40862, -3.01577, 0.45494], [4.33025, -4.62710, 1.71640], [-4.11142, 1.91015, -0.69267]],
  "forces_ev_per_a": [[0.1, 0.1, 0.1], [0.1, 0.0, 0.0], [-0.1, 0.1, 0.1], [0.0, 0.2, 0.0], [0.0, 0.0, 0.0], [-0.3, 0.1, -0.1], [0.0, 0.0, 0.2], [0.0, 0.0, 0.0], [0.0, -0.2, 0.0], [0.2, 0.0, -0.4], [0.1, 0.0, -0.2], [0.1, 0.0, 0.1], [0.0, 0.0, 0.0], [0.0, 0.0, 0.0], [-0.2, 0.0, 0.0], [0.0, 0.0, -0.1], [0.0, -0.1, 0.2], [0.0, -0.1, 0.1], [0.0, 0.1, 0.1], [0.1, 0.1, -0.2], [0.0, 0.0, 0.1], [-0.1, 0.0, 0.0], [0.0, -0.4, 0.3], [0.0, 0.0, 0.0], [0.0, 0.0, 0.0], [0.0, 0.0, 0.0], [0.0, 0.0, 0.0], [0.0, 0.0, -0.1], [0.0, 0.1, 0.0], [0.2, -0.1, -0.1], [0.0, 0.0, 0.0], [0.0, 0.0, 0.0], [0.0, 0.0, 0.0], [-0.1, 0.2, -0.1], [0.0, 0.0, 0.0], [0.1, -0.1, 0.0], [0.0, -0.1, -0.1], [0.0, -0.1, 0.1], [0.0, 0.0, 0.0], [0.0, 0.0, 0.0], [-0.1, 0.0, 0.0], [0.0, 0.0, 0.0], [0.0, 0.1, 0.0], [0.1, 0.1, 0.0], [0.0, 0.0, 0.1], [0.0, 0.0, 0.0], [0.0, 0.0, -0.1], [0.0, 0.0, 0.0], [0.0, 0.0, 0.0], [0.0, 0.0, -0.1], [0.1, 0.1, 0.0], [-0.2, 0.2, 0.1], [0.1, 0.0, 0.1], [-0.1, 0.0, 0.0], [0.0, 0.0, 0.0], [-0.1, 0.0, 0.0], [0.0, -0.1, 0.0]]
}

# 3
{
  "formula": "C5H10ClN2",
  "method": "ωB97M-V with the def2-TZVPD basis set",
  "relative_energy_kj_mol": 34.8,
  "total_charge": 1,
  "e_homo_ev": -12.91,
  "gap_ev": 9.3,
  "elements": ["H", "N", "H", "H", "H", "H", "C", "H", "H", "C", "C", "N", "Cl", "H", "C", "H", "C", "H"],
  "coordinates": [[2.35245, -1.79425, 0.39293], [-0.69944, 0.06462, 0.40821], [0.79126, -2.06494, -0.38707], [-1.59310, 3.07226, 0.56571], [0.26037, 2.53599, -1.14948], [2.25386, -1.86353, -1.35407], [0.23429, 2.11995, -0.13526], [0.94626, 2.68206, 0.47828], [-2.53692, 0.80649, 1.11638], [1.55967, -0.05125, -0.50923], [0.48812, 0.62788, -0.11526], [-1.10798, 2.20113, 0.41992], [-2.45250, -3.07524, 0.20754], [-0.85598, -0.93087, 0.51585], [-1.56555, 1.00472, 0.69627], [2.40199, 0.51241, -0.87855], [1.73066, -1.52838, -0.46283], [-2.20747, -4.31906, 0.19067]],
  "forces_ev_per_a": [[0.0, -0.1, 0.0], [-0.3, -0.4, 0.1], [-0.1, -0.2, 0.0], [-0.2, -0.2, 0.1], [0.0, -0.1, 0.2], [0.0, -0.1, -0.1], [0.7, 0.3, -0.4], [-0.1, -0.1, 0.0], [-0.1, 0.0, 0.0], [-0.4, 0.2, 0.2], [0.8, 0.0, -0.4], [-0.2, 0.0, 0.1], [-0.1, 0.5, 0.0], [-0.1, 0.1, 0.1], [-0.2, 0.0, 0.1], [0.1, 0.2, 0.0], [0.1, 0.1, 0.1], [0.2, -0.5, 0.0]]
}